Molecular formula: C28H46BCaCl4F3N4Na2O16P2S2
Method: DFT, the ωB97M-V functional and the def2-TZVPD basis

```
! RIJCOSX wB97M-V def2-TZVPD def2/J DEFGRID3
* xyz 0 1
C 2.5228 0.6604 3.8194
C 0.9940 -0.9642 1.4822
H -9.0401 5.1028 -3.8252
H -1.5915 -0.2001 -3.5113
C -8.5546 2.9414 -2.5496
H 5.5279 2.1613 2.9510
C 5.6767 -0.9110 3.5801
C -0.6840 -2.6680 1.7781
H -1.2049 -3.5388 1.4072
H -3.8109 2.9638 -2.2404
O 7.8822 -3.2847 3.9342
C 5.6795 -3.8888 1.3583
O 4.8337 2.4577 0.6651
Cl -10.9638 7.9528 -6.3770
O 3.3480 -2.1060 -0.5441
H 6.4578 -4.4783 1.8479
H -0.7026 0.1344 -2.0075
H -6.3335 -0.4735 -1.3620
C 4.5793 -1.9959 -0.3526
H 8.1918 2.7368 2.1239
H -9.5602 4.1970 -5.2622
O -5.8428 4.7499 -8.7573
H -7.0647 1.5991 -4.3570
H 5.3774 -4.7660 5.1010
H 1.3104 1.5655 2.4972
O -2.2963 -1.1605 -1.7897
H -0.6034 -0.5366 4.4064
H 3.4059 2.4908 4.5432
H 1.6286 2.2145 5.5909
Cl -13.5226 6.7937 -7.0394
H -0.5346 -1.4385 -2.8108
C -5.7828 -0.6466 -0.4368
O -4.4004 -0.7722 -3.2646
O -6.5030 5.4680 -6.5196
N -8.4624 3.0816 -3.8700
C -1.2268 -0.6319 -2.5790
Na 4.5695 -7.3216 -0.8501
Na -2.4593 -2.6806 5.3408
C -0.3168 -0.9540 3.4470
H 2.9478 -3.0339 1.4656
N 1.2894 0.8220 3.1835
O 7.8118 2.4170 4.1408
H 3.8565 0.0898 -1.6450
O -4.4501 -1.0977 -0.7072
C -4.3127 2.0041 -2.3270
C 4.9936 -1.5640 1.0553
C 5.5254 -2.5097 1.9035
H 4.1663 -4.9608 0.2245
H 7.9087 1.0571 2.5732
H 6.0113 -3.7733 0.3265
H -4.4416 1.7676 -3.3810
H -6.2950 -1.4099 0.1438
C 4.7939 -0.2330 1.4586
H 9.4100 1.8263 2.9745
O -6.0104 3.1206 -6.9537
C -8.0516 1.9368 -4.6710
O -8.3111 1.9078 -1.9351
C 0.3334 -2.0996 1.0272
F -3.6425 6.0490 -7.1877
H -8.7577 1.1167 -4.5253
H 5.1406 -3.1453 5.8504
C 3.0748 -4.0643 1.7827
H 1.7781 -0.5667 0.8495
C -4.0273 4.7960 -6.9029
H 5.4439 0.1881 -1.2871
B 6.5473 -3.1141 4.1418
H -8.8653 3.8670 -2.0354
H -8.0160 2.2155 -5.7197
H 5.4112 1.3369 4.4521
H -7.8564 4.6651 -5.0793
C -11.9883 6.5292 -6.1965
C -8.7489 4.3393 -4.5465
O 2.7394 -0.3421 4.4767
C 8.3103 2.0291 2.9749
S 2.8193 -4.2842 3.5656
H 3.1633 -3.1003 4.1053
S -5.7939 4.5023 -7.3369
C 5.1327 0.0783 2.7943
F -3.2042 3.9713 -7.5693
C 4.9487 1.4066 3.4693
H -1.7591 -2.5377 3.6067
H -5.2856 2.0592 -1.8386
C -0.9700 -2.0826 3.0032
C 3.4796 1.8195 3.6762
C 4.3571 -4.7173 1.2722
P 4.0887 1.0436 0.3272
Ca 4.0181 -7.5454 2.4973
C 0.6777 -0.3653 2.6850
O 5.4936 -2.1940 -1.1662
Cl -11.1712 5.1270 -6.8788
Cl -12.3071 6.2467 -4.4774
H 5.9742 -0.6705 4.5928
P -3.7297 -0.5204 -1.9928
H 0.6297 -2.5229 0.0777
O 1.9720 2.9817 6.0682
H -5.7439 0.2760 0.1429
N 4.5698 0.7119 -1.2702
F -3.7944 4.6035 -5.5890
O -3.4775 1.0166 -1.6742
H 6.6150 -4.0401 6.0932
H 3.1713 2.3635 2.7808
O 5.0021 -10.3530 3.3328
C 5.8450 -3.8149 5.3528
H 4.5751 -11.1622 3.6279
H 5.7556 2.3321 0.9287
H 8.0956 -4.2241 3.9943
H 2.2361 -4.6091 1.3423
N 5.8832 -2.1665 3.1586
H 4.4906 -5.6493 1.8259
*
```

Summary:
* orbital gap: 0.0467 Ha
* LUMO: -5.915 eV
* energy: -194931.394 eV